Arrangement P

Below is a cluster of 3 separate species, C3H13NO2 in total, with properties calculated with ωB97M-V/def2-TZVPD.

Each line ends with the natural charge from an NBO analysis.
Element x y z (Å)
C 0.8739 -0.6249 1.8408  -0.603
C -0.4052 -0.3976 1.0312  -0.420
C -0.4691 -1.2748 -0.2033  -0.211
N -1.7217 -1.2081 -0.9748  -0.828
H 1.7226 -0.0822 1.4209  0.186
H 1.0978 -1.6870 1.9683  0.203
H 0.7651 -0.2112 2.8361  0.209
H -1.2513 -0.6898 1.6493  0.190
H -0.4805 0.6711 0.8088  0.211
H -0.3568 -2.3171 0.0878  0.179
H 0.3384 -1.1001 -0.9169  0.169
H -1.8103 -0.2683 -1.3603  0.373
H -2.4935 -1.2308 -0.3047  0.335
O 1.8327 1.6561 -0.8346  -0.955
H 2.4155 1.9236 -0.1169  0.483
H 2.1065 0.7439 -1.0233  0.480
O -0.9701 1.7350 -1.9182  -0.971
H -1.1662 2.5900 -2.3227  0.473
H -0.0277 1.7722 -1.6676  0.495

Properties
Highest occupied orbital energy, eV: -8.988

Arrangement Q

Below is a cluster of 3 separate species, C3H13NO2 in total, with properties calculated with ωB97M-V/def2-TZVPD.

Each line ends with the natural charge from an NBO analysis.
Element x y z (Å)
C 1.9287 -2.5883 -0.6469  -0.417
N 1.1177 -1.3556 -0.6116  -0.436
C 1.9147 -0.1753 -0.9504  -0.419
C -0.0224 -1.4543 -1.5117  -0.421
H 1.7983 -3.1482 -1.5926  0.171
H 1.5552 -3.2694 0.1162  0.195
H 2.9654 -2.3306 -0.4875  0.198
H 1.8119 0.0348 -2.0280  0.168
H 1.4526 0.6901 -0.4777  0.196
H 2.9035 -0.2754 -0.5278  0.201
H -0.6567 -0.5710 -1.3511  0.191
H -0.5832 -2.3033 -1.1535  0.204
H 0.2692 -1.4066 -2.5760  0.168
O -1.2980 4.0677 1.9675  -0.952
H -1.6916 4.8838 1.6575  0.471
H -1.9679 3.5248 2.4016  0.481
O -2.8338 0.8136 1.4214  -0.954
H -3.4326 0.0663 1.4898  0.474
H -1.9733 0.5232 1.0997  0.481

Properties
Highest occupied orbital energy, eV: -8.513

Arrangement R

Below is a cluster of 3 separate species, C3H13NO2 in total, with properties calculated with ωB97M-V/def2-TZVPD.

Each line ends with the natural charge from an NBO analysis.
Element x y z (Å)
C 0.6505 -0.7590 -1.8097  -0.637
C 1.0130 -0.2951 -0.3600  -0.198
N 1.3644 1.1168 -0.3004  -0.631
C 1.2261 1.5928 1.0937  -0.409
H 0.4361 -1.8445 -1.6519  0.209
H 1.5363 -0.6312 -2.4309  0.210
H -0.0130 -0.2507 -2.5221  0.219
H 1.8534 -0.8993 -0.0421  0.176
H 0.2450 -0.5027 0.3212  0.141
H 0.8292 1.6149 -1.0195  0.361
H 1.1677 2.6884 1.1216  0.207
H 0.4171 1.0159 1.5669  0.169
H 2.1211 1.2550 1.5794  0.182
O -2.1711 -2.1049 1.0780  -0.950
H -1.4581 -1.6394 1.5191  0.472
H -1.7970 -3.0525 0.9632  0.479
O -2.1020 1.1330 0.3506  -0.936
H -2.2877 0.1870 0.2107  0.473
H -3.0309 1.3753 0.3320  0.464

Properties
Highest occupied orbital energy, eV: -8.466

Arrangement S

Below is a cluster of 3 separate species, C3H13NO2 in total, with properties calculated with ωB97M-V/def2-TZVPD.

Each line ends with the natural charge from an NBO analysis.
Element x y z (Å)
C 1.3770 1.0901 -0.2390  -0.598
C 0.7435 0.6627 1.0844  -0.216
N 0.5952 -0.7748 1.1174  -0.637
C -0.2336 -1.2274 2.2073  -0.407
H 1.2803 2.1410 -0.4544  0.211
H 2.4398 0.8342 -0.2712  0.215
H 0.8965 0.5440 -1.0624  0.168
H 1.4312 0.9721 1.8649  0.183
H -0.1817 1.1986 1.2819  0.153
H 0.1536 -1.0592 0.2489  0.377
H -0.0414 -2.2427 2.5041  0.199
H -1.3194 -1.1231 2.0151  0.153
H -0.0831 -0.5873 3.0809  0.189
O -1.0402 0.8260 -3.1344  -0.953
H -0.1202 0.7951 -2.8458  0.476
H -1.0318 0.8596 -4.0944  0.485
O -1.5038 -1.3294 -1.1210  -0.959
H -1.2667 -0.6160 -1.7258  0.490
H -2.0950 -0.9634 -0.4567  0.471

Properties
Highest occupied orbital energy, eV: -8.592

arrangement P comes first in stability; the runner-up is 8.9 kcal/mol higher.

Arrangement P

Below is the molecule C5H8N2, with properties calculated with ωB97M-V/def2-TZVPD.

Each line ends with the natural charge from an NBO analysis.
Element x y z (Å)
C 0.2827 1.8071 0.7014  -0.628
C 0.5426 1.0390 -0.6034  -0.207
N 0.1358 -0.3480 -0.4636  -0.349
C -1.1683 -0.7959 -0.4190  -0.122
C -1.0950 -2.0800 0.0414  -0.093
N 0.2033 -2.4314 0.3125  -0.457
C 0.9027 -1.3573 0.0397  0.164
H 0.2224 2.8944 0.5071  0.218
H -0.6573 1.3430 1.1216  0.220
H 0.9926 1.6507 1.5291  0.218
H 1.6021 1.0588 -0.8630  0.209
H -0.0292 1.4722 -1.4389  0.207
H -2.0079 -0.1761 -0.7138  0.219
H -1.9126 -2.7747 0.1707  0.207
H 1.9862 -1.3018 0.0784  0.194

Properties
Highest occupied orbital energy, eV: -8.779

Arrangement Q

Below is the molecule C5H8N2, with properties calculated with ωB97M-V/def2-TZVPD.

Each line ends with the natural charge from an NBO analysis.
Element x y z (Å)
C 2.4632 -0.3240 0.1456  -0.623
C 1.0353 0.0911 -0.0425  -0.141
C 0.4954 1.3360 0.3417  -0.057
N -0.8267 1.3573 0.2757  -0.265
N -1.1624 0.1423 -0.1736  -0.165
C -2.5584 -0.2368 -0.1892  -0.400
C -0.0782 -0.6450 -0.3925  -0.055
H 3.1511 0.0976 -0.5950  0.217
H 2.5739 -1.4119 0.1401  0.216
H 2.7928 0.0292 1.1292  0.219
H 1.0404 2.2083 0.6818  0.203
H -3.0693 0.1384 -1.0798  0.206
H -3.0283 0.1878 0.7003  0.224
H -2.6373 -1.3257 -0.1484  0.207
H -0.1915 -1.6449 -0.7935  0.214

Properties
Highest occupied orbital energy, eV: -8.816

Arrangement R

Below is a structure of composition C5H8N2, with properties calculated with ωB97M-V/def2-TZVPD.

Each line ends with the natural charge from an NBO analysis.
Element x y z (Å)
C -2.5515 -0.2038 -0.6684  -0.542
N -1.1590 0.4572 0.3987  -0.519
C -0.6455 -0.4443 1.3470  0.233
N 0.6031 -0.6995 1.1793  -0.421
C 1.0139 0.1006 0.0958  0.122
C 2.4130 0.0059 -0.4196  -0.638
C -0.0234 0.8333 -0.3613  -0.091
H -1.8913 -0.6515 -1.4340  0.129
H -2.7953 -1.0796 -0.0258  0.122
H -1.8640 1.1370 0.6484  0.478
H -1.3010 -0.8839 2.0884  0.209
H 3.1378 0.1384 0.3901  0.231
H 2.5882 -0.9835 -0.8560  0.231
H 2.6008 0.7605 -1.1883  0.221
H -0.1257 1.5133 -1.1944  0.236

Properties
Highest occupied orbital energy, eV: -8.208

arrangement P comes first in stability; the runner-up is 7.2 kcal/mol higher.

Arrangement P

Below is the molecule C5H8N2, with properties calculated with ωB97M-V/def2-TZVPD.

Each line ends with the natural charge from an NBO analysis.
Element x y z (Å)
C 0.7174 1.8818 -0.6718  -0.668
C 0.9226 0.3423 -0.6512  0.001
C 0.5031 -0.2376 0.6734  -0.300
N -0.9512 -0.3312 0.4896  -0.426
C -1.6689 -1.5838 0.7106  -0.237
C -0.9965 -1.2263 -0.5659  0.311
N -0.1500 -1.2558 -1.4971  -0.406
H 0.1949 2.2362 0.2296  0.215
H 0.1636 2.2618 -1.5287  0.236
H 1.6863 2.4142 -0.6756  0.221
H 1.8811 0.0607 -1.0762  0.205
H 0.9701 -1.2246 0.8025  0.197
H 0.6846 0.4036 1.5348  0.218
H -1.2187 -2.3128 1.3842  0.208
H -2.7384 -1.4284 0.8418  0.224

Properties
Highest occupied orbital energy, eV: -8.649

Arrangement Q

Below is the molecule C5H8N2, with properties calculated with ωB97M-V/def2-TZVPD.

Each line ends with the natural charge from an NBO analysis.
Element x y z (Å)
C -0.3494 -2.5933 -0.5265  -0.633
C 0.0017 -1.1535 -0.2521  0.102
C -0.2919 0.0664 -0.8252  -0.126
N 0.1820 1.0298 0.0696  -0.351
C 0.0126 2.4742 0.1873  -0.396
C 0.7374 0.3319 1.0893  0.185
N 0.6652 -0.9573 0.9382  -0.474
H 0.5427 -3.2126 -0.3804  0.228
H -1.0602 -2.9069 0.2482  0.223
H -0.7892 -2.8246 -1.4995  0.212
H -0.7462 0.3361 -1.7712  0.217
H -1.0322 2.7801 0.0887  0.209
H 0.3329 2.7393 1.2000  0.213
H 0.6301 3.0488 -0.5085  0.205
H 1.1645 0.8417 1.9420  0.186

Properties
Highest occupied orbital energy, eV: -8.486

Arrangement R

Below is the molecule C5H8N2, with properties calculated with ωB97M-V/def2-TZVPD.

Each line ends with the natural charge from an NBO analysis.
Element x y z (Å)
C -1.7337 -0.6156 -0.0723  0.236
N -1.7105 0.6704 -0.0044  -0.464
C -0.4665 1.4820 -0.0007  -0.237
C 0.5796 0.5042 -0.4590  -0.266
C 1.9268 -0.1578 0.0047  -0.381
C 0.5899 -0.7372 0.1502  -0.092
N -0.5984 -1.4958 -0.3280  -0.604
H -2.8009 -1.0428 -0.1104  0.200
H -0.6519 2.3265 -0.5931  0.211
H -0.2741 1.7755 1.0655  0.201
H 0.6185 0.3620 -1.5543  0.212
H 2.2301 0.2728 0.9940  0.225
H 2.7318 -0.2779 -0.8336  0.234
H 0.4001 -0.7409 1.2976  0.165
H -0.8410 -2.3252 0.4437  0.359

Properties
Highest occupied orbital energy, eV: -8.969

Arrangement S

Below is the molecule C5H8N2, with properties calculated with ωB97M-V/def2-TZVPD.

Each line ends with the natural charge from an NBO analysis.
Element x y z (Å)
C -2.3735 -0.2292 0.0116  -0.622
C -0.9163 0.1069 0.1223  -0.086
C -0.3320 1.3403 -0.0106  -0.100
N 1.0344 1.1641 -0.0133  -0.517
C 1.3265 -0.1629 0.1124  0.287
N 2.6739 -0.5780 0.0412  -0.827
C 0.1419 -0.8470 0.2194  -0.348
H -2.5851 -1.1962 0.4780  0.213
H -3.0217 0.5187 0.4771  0.215
H -2.6716 -0.3042 -1.0405  0.213
H -0.7692 2.3215 -0.1354  0.207
H 1.7330 1.8881 -0.0229  0.412
H 2.7496 -1.5354 0.3648  0.374
H 2.9749 -0.5672 -0.9299  0.367
H 0.0353 -1.9194 0.3259  0.213

Properties
Highest occupied orbital energy, eV: -7.575

arrangement S comes first in stability; the runner-up is 3.0 kcal/mol higher.